[1]
Density functional theory data (ωB97M-V/def2-TZVPD) for a cluster of 3 separate species, C5H11NO in total.

The HOMO energy comes out at -7.26 eV. The value obtained for the energy relative to the best compared isomer or geometry (same formula, charge and spin) is 9.824 eV. The total energy is -326.7703 a.u.

Structure (ORCA input):
```
! RIJCOSX wB97M-V def2-TZVPD def2/J DEFGRID3
* xyz 0 1
N 2.06 1.23 -0.08
C -1.01 -0.86 -0.13
C -0.82 0.19 0.99
C -1.13 0.63 -0.35
C 2.85 0.21 -0.26
C 2.39 -0.92 -0.91
O -3.57 -0.40 0.59
H 2.55 2.04 0.30
H -0.08 -1.39 -0.24
H -1.88 -1.49 0.07
H 0.21 0.28 1.37
H -1.50 0.30 1.82
H -2.11 1.01 -0.57
H -0.29 1.04 -0.89
H 3.91 0.29 0.01
H 3.08 -1.73 -1.08
H 1.39 -1.02 -1.32
H -4.53 -0.30 0.74
*
```

Löwdin population analysis, charges in e, atoms 1 to 5: atom 1 (N): 0.1673, atom 2 (C): -0.1359, atom 3 (C): -0.1906, atom 4 (C): -0.1965, atom 5 (C): -0.2792


[2]
Density functional theory data (ωB97M-V/def2-TZVPD) for the molecule C5H11NO.

The HOMO energy comes out at -9.44 eV. The value obtained for the energy relative to the best compared isomer or geometry (same formula, charge and spin) is 2.507 eV. As for the SMILES: C=NCCCCO. The total energy is -327.0392 a.u.

Structure (ORCA input):
```
! RIJCOSX wB97M-V def2-TZVPD def2/J DEFGRID3
* xyz 0 1
C 0.83 -2.59 2.18
N 0.23 -2.20 1.16
C 0.68 -1.16 0.29
C -0.53 -0.23 -0.12
C -0.31 1.32 -0.15
C -1.04 1.94 -1.34
O -0.16 1.80 -2.49
H 0.59 -3.47 2.77
H 1.78 -2.19 2.58
H 0.87 -1.75 -0.61
H 1.50 -0.56 0.71
H -1.28 -0.43 0.64
H -0.84 -0.42 -1.16
H 0.76 1.59 -0.15
H -0.65 1.80 0.78
H -1.19 3.02 -1.23
H -1.92 1.35 -1.59
H 0.69 2.18 -2.27
*
```

Löwdin population analysis, charges in e, atoms 1 to 5: atom 1 (C): -0.0787, atom 2 (N): -0.0617, atom 3 (C): -0.2314, atom 4 (C): -0.1616, atom 5 (C): -0.2039